[1]
This record from OMol25 describes a structure of composition C24H30AsN6O2PtS2 in a non-equilibrium geometry. The level of theory is ωB97M-V with the def2-TZVPD basis set.

The geometry in XYZ format:
```
66
Properties=species:S:1:pos:R:3
Pt -1.09088 -1.32602 0.56187
C -2.14395 -2.88337 4.70036
C -0.96232 -3.12935 3.76004
C -1.36744 -3.71565 2.45030
N -1.03811 -3.23259 1.28558
N -1.51075 -3.93711 0.19969
C -2.27447 -4.92987 0.55547
N -2.94684 -5.71764 -0.28746
S -2.32639 -5.13280 2.29641
H -1.79259 -2.41861 5.61893
H -2.63782 -3.81584 4.97342
H -2.88310 -2.22628 4.24155
H -0.24748 -3.81188 4.22696
H -0.42564 -2.20231 3.54793
H -2.83501 -5.58213 -1.27895
H -3.42751 -6.54297 0.02671
S 0.41417 2.22550 -0.69152
C 0.97980 3.77364 -1.28055
N 0.27109 4.65928 -1.93638
C 1.09459 5.83934 -2.29498
C 2.50099 5.42850 -1.80204
N 2.24051 4.12241 -1.15043
H -0.72289 4.59348 -2.08206
H 0.71116 6.72508 -1.79417
H 1.06228 5.98949 -3.37095
H 2.91027 6.12336 -1.07329
H 3.20952 5.30026 -2.61663
H 2.93507 3.60802 -0.62912
C 1.51218 -3.45936 -0.63650
As 0.99278 -1.61545 -0.51436
C 0.96462 -1.01577 -2.34465
C 2.44390 -0.68597 0.39802
C 3.70067 -0.71855 -0.42413
C 4.60855 -1.76532 -0.29515
C 5.75301 -1.80122 -1.07937
C 5.99931 -0.79390 -2.00174
C 5.10092 0.25620 -2.13563
C 3.95932 0.28968 -1.34976
H 2.46007 -3.51339 -1.16981
H 0.73815 -3.99800 -1.17751
H 1.61980 -3.87828 0.36183
H 1.88280 -1.35592 -2.82185
H 0.91056 0.06788 -2.40793
H 0.10417 -1.45960 -2.84210
H 2.56078 -1.16685 1.36959
H 2.10629 0.33306 0.57984
H 4.43634 -2.54496 0.43830
H 6.45902 -2.61215 -0.96257
H 6.89329 -0.82227 -2.60928
H 5.29598 1.04517 -2.84993
H 3.25358 1.11201 -1.46220
O -1.22439 2.60606 -0.78989
C -2.08374 1.83650 -0.13433
N -1.88798 0.61557 0.25407
C -3.08691 0.24100 0.97629
O -3.07689 -0.88015 1.44937
C -4.04221 1.34132 0.94971
C -5.30181 1.49722 1.47901
C -5.93297 2.72780 1.25625
C -5.30672 3.73895 0.54381
C -4.01791 3.57544 0.01693
C -3.40915 2.36248 0.23071
H -5.78665 0.71096 2.04148
H -6.92676 2.89334 1.64921
H -5.82372 4.67666 0.39174
H -3.54456 4.37590 -0.53414
```

Computed properties:
Net charge: +3
HOMO-LUMO gap: 0.23094 Ha
DFT total energy: -4562.1222 a.u.
HOMO energy: -15.878 eV

---

[2]
This record from OMol25 describes the ion C3H9N2 with charge +1 in a non-equilibrium geometry. The level of theory is ωB97M-V with the def2-TZVPD basis set.

The geometry in XYZ format:
```
14
Properties=species:S:1:pos:R:3
C -1.84966 1.25940 0.67532
C -1.10200 0.24781 1.15728
N 0.25466 0.02317 0.58946
C 0.58111 -0.93265 -0.67155
N 1.80373 -0.46499 -1.28359
H -2.90413 1.43597 0.99059
H -1.62071 2.13524 -0.04780
H -1.46738 -0.55075 1.78475
H 0.60734 0.91566 0.17145
H 0.98721 -0.24743 1.42540
H 0.55078 -1.90115 -0.25830
H -0.35189 -0.86642 -1.27974
H 1.81352 -0.31052 -2.30799
H 2.69740 -0.74334 -0.94530
```

Computed properties:
Net charge: +1
HOMO-LUMO gap: 0.41390 Ha
DFT total energy: -228.9083 a.u.
HOMO energy: -14.635 eV
SMILES string: C=C[NH2+]CN

---

[3]
This record from OMol25 describes a cluster of 15 separate species, C5H41N2O14 in total in a non-equilibrium geometry. The level of theory is ωB97M-V with the def2-TZVPD basis set.

The geometry in XYZ format:
```
62
Properties=species:S:1:pos:R:3
C 0.21943 -3.18750 2.31115
C 0.43871 -3.01156 0.78400
C 1.23969 -1.81285 0.52484
C 0.29221 -0.53435 0.32756
C -0.12495 -0.05839 -0.88530
N -1.22711 0.88608 -1.06801
N -0.33643 -0.17072 1.48520
H -0.22444 -4.11810 2.58558
H -0.56468 -2.37441 2.56436
H 1.07911 -3.11652 2.96518
H 1.21122 -3.70402 0.32660
H -0.50180 -3.34356 0.19911
H 1.88682 -1.81246 -0.24685
H 1.93339 -1.51464 1.47545
H 0.41431 -0.41760 -1.81946
H -2.20277 0.59910 -0.90702
H -1.03697 1.76483 -0.51387
H -1.30183 1.06800 -2.13091
H -0.73732 0.69920 1.81438
H 0.00011 -0.56519 2.32558
H -2.07273 -3.79463 -0.77574
H -2.62258 -4.07532 0.44942
O -2.80606 -3.59259 -0.28638
H 1.36703 -1.05128 3.85964
H 2.86049 -1.34010 3.45876
O 2.11085 -0.81680 3.16490
H 1.29682 -0.26691 -3.63174
H 1.77941 1.02233 -3.04689
O 1.37528 0.63493 -3.81206
H -3.98061 2.18904 0.64636
H -3.77622 0.62364 0.66913
O -3.35070 1.45423 0.66602
H 0.39142 -2.58480 -2.61644
H 1.70245 -2.90805 -3.29424
O 1.29143 -2.23484 -2.80102
H -0.88736 1.92324 4.22423
H -1.85058 2.60046 3.15401
O -0.97948 2.04609 3.28770
H 0.35369 2.88011 1.33547
H -1.12337 2.95047 0.92589
O -0.24091 2.62756 0.73169
H -3.38767 -2.03222 -0.35718
H -4.21375 -1.17436 -1.30904
O -3.64267 -1.09258 -0.52183
H 0.07157 3.15019 -1.92578
H 0.88370 3.72747 -0.69627
O 0.73414 3.86215 -1.64270
H -1.47007 1.79698 -4.50662
H 0.02482 1.56517 -3.89871
O -0.90277 1.97365 -3.78092
H 3.49408 0.87584 2.91447
H 2.43919 1.58993 3.55846
O 3.26294 1.76337 3.12845
H 2.81510 2.68680 -2.17497
H 2.35944 2.53011 -0.92109
O 2.44513 1.95432 -1.74556
H 2.88275 4.06148 0.87475
H 2.81719 2.59812 1.07084
O 2.43983 3.28943 0.43786
H -1.00880 -1.89562 -1.72032
H -2.05247 -2.19230 -2.88921
O -1.28659 -2.60012 -2.32095
```

Computed properties:
Net charge: +1
HOMO-LUMO gap: 0.30767 Ha
DFT total energy: -1377.6526 a.u.
HOMO energy: -11.121 eV